Record 1
The following is a quantum chemistry calculation of a molecular structure, C3H13NO3 in a non-equilibrium geometry, from the Open Molecules 2025 dataset.

XYZ file:
```
20
Properties=species:S:1:pos:R:3:nbo_charge:R:1
C 1.638 1.776 0.057 -0.68
C 0.828 0.453 0.202 0.09
C 0.396 -0.126 1.433 -0.15
N 0.005 -1.451 1.348 -0.80
H 2.464 1.880 0.727 0.25
H 1.004 2.594 0.340 0.26
H 1.909 1.823 -0.986 0.25
H 0.821 -0.208 -0.669 0.30
H 0.969 0.067 2.318 0.26
H 0.099 -1.782 0.391 0.46
H -0.770 -1.730 1.915 0.40
H -1.085 -1.386 -1.633 0.50
H 0.193 -2.768 -2.072 0.46
O -0.106 -2.208 -1.357 -1.21
H -0.083 1.487 1.979 0.19
H -0.599 0.950 0.461 0.41
O -1.411 1.495 -0.054 -0.87
H -2.778 -0.994 -1.958 0.47
H -1.576 0.761 -0.718 0.52
O -1.918 -0.633 -1.725 -1.11
```

The gap between HOMO and LUMO comes out at 5.36 eV. As for the largest force on an atom: 0.1060 hartree/bohr. The highest occupied orbital energy is -8.63 eV. For the total energy, the calculation gives -10946.665 eV.

Record 2
The following is a quantum chemistry calculation of a gas-phase ion, C3H7OS (charge -1) in a non-equilibrium geometry, from the Open Molecules 2025 dataset.

XYZ file:
```
12
Properties=species:S:1:pos:R:3:nbo_charge:R:1
O -2.017 -0.157 -0.660 -0.96
C -1.445 0.612 0.277 0.00
C -0.031 0.100 0.779 -0.44
C 0.669 -0.665 -0.364 -0.53
S 2.457 -0.393 -0.480 -0.11
H -2.057 0.712 1.201 0.08
H -1.202 1.642 -0.096 0.06
H 0.587 0.946 1.078 0.17
H -0.049 -0.559 1.652 0.16
H 0.171 -0.321 -1.268 0.26
H 0.400 -1.692 -0.313 0.21
H 2.517 -0.224 -1.806 0.11
```

The gap between HOMO and LUMO comes out at 5.71 eV. As for the largest force on an atom: 0.0291 hartree/bohr. The net charge is -1. The highest occupied orbital energy is -2.38 eV. As for the structure (SMILES): [O-]CCCS. For the total energy, the calculation gives -16106.575 eV.

Record 3
The following is a quantum chemistry calculation of 11 unconnected molecules or ions with the total composition C68H89N8O13 in a non-equilibrium geometry, from the Open Molecules 2025 dataset.

XYZ file:
```
178
Properties=species:S:1:pos:R:3:mulliken_charge:R:1
C -28.389 35.409 -10.464 -1.32
C -27.307 35.867 -9.525 -0.80
N -26.117 36.628 -10.064 1.19
C -26.633 37.586 -11.154 -0.98
C -25.538 37.580 -8.893 1.71
C -25.349 36.855 -7.536 -1.62
C -25.102 35.645 -10.836 -1.28
C -24.071 36.323 -11.715 0.46
O -23.494 37.401 -11.049 1.84
C -22.605 38.164 -11.889 -0.18
H -27.794 35.045 -11.301 0.26
H -29.228 36.038 -10.761 0.17
H -28.822 34.489 -10.074 0.33
H -26.760 35.110 -8.962 0.74
H -27.838 36.443 -8.767 0.24
H -25.797 38.217 -11.457 0.11
H -27.380 38.281 -10.772 0.26
H -27.026 37.119 -12.057 0.28
H -26.252 38.390 -8.743 -0.38
H -24.602 38.057 -9.182 -0.54
H -26.209 36.390 -7.054 0.25
H -24.886 37.519 -6.806 0.51
H -24.607 36.089 -7.759 0.19
H -25.558 34.859 -11.437 0.43
H -24.591 35.225 -9.970 0.42
H -24.530 36.719 -12.621 -0.34
H -23.337 35.568 -11.999 -0.48
H -23.143 38.646 -12.705 0.35
H -21.863 37.571 -12.422 -0.48
H -22.084 38.917 -11.298 -0.75
C -27.626 37.913 -3.752 -0.51
C -28.025 36.653 -3.092 -0.93
N -29.379 36.276 -3.405 0.19
C -30.407 37.245 -2.991 -0.16
C -30.411 37.537 -1.483 -1.49
C -29.600 35.814 -4.791 0.01
C -30.911 35.017 -4.932 -1.50
H -27.572 37.742 -4.827 -0.17
H -26.654 38.263 -3.404 0.49
H -28.231 38.798 -3.560 0.27
H -27.332 35.867 -3.391 0.36
H -27.864 36.531 -2.021 0.45
H -30.264 38.253 -3.380 0.05
H -31.429 36.933 -3.208 0.49
H -31.229 38.135 -1.082 0.39
H -30.648 36.515 -1.186 0.35
H -29.441 37.939 -1.192 0.29
H -28.854 35.084 -5.106 0.42
H -29.539 36.610 -5.532 -0.06
H -30.998 34.229 -4.185 0.37
H -31.079 34.763 -5.979 0.40
H -31.696 35.734 -4.694 0.33
O -26.136 32.438 -8.276 -0.57
C -27.202 31.776 -8.236 0.81
N -28.411 32.363 -8.271 -0.02
C -27.133 30.317 -7.848 -1.30
H -28.451 33.333 -8.548 -0.12
H -29.258 31.873 -8.021 0.19
H -27.818 29.772 -8.497 0.37
H -27.281 30.218 -6.773 0.31
H -26.171 29.841 -8.037 0.34
O -24.804 37.239 -16.483 -0.67
C -25.327 38.147 -15.807 0.71
N -26.052 37.907 -14.708 0.23
C -25.380 39.558 -16.330 -0.74
H -26.035 36.968 -14.335 0.19
H -26.912 38.433 -14.649 0.08
H -25.495 39.507 -17.413 0.41
H -24.553 40.174 -15.977 -0.13
H -26.228 40.125 -15.945 0.26
O -31.184 32.279 -10.475 -0.66
C -30.426 32.210 -11.447 0.69
N -30.375 33.256 -12.251 -0.31
C -29.684 30.884 -11.658 -0.85
H -30.856 34.093 -11.953 0.21
H -29.641 33.296 -12.943 0.19
H -28.847 30.834 -10.961 0.16
H -29.252 31.141 -12.625 0.33
H -30.421 30.089 -11.547 0.27
O -30.578 37.964 -8.495 -0.66
C -30.371 38.651 -7.514 0.36
N -31.357 38.594 -6.704 -0.28
C -29.126 39.327 -7.252 0.16
H -31.491 39.251 -5.948 0.21
H -32.106 38.046 -7.102 0.25
H -28.298 38.808 -7.735 -0.61
H -28.818 39.173 -6.218 0.12
H -29.133 40.314 -7.715 0.48
O -23.932 32.907 -14.384 -0.77
C -23.180 33.873 -14.541 0.46
N -23.388 34.847 -15.384 0.10
C -21.849 33.956 -13.733 -0.44
H -22.789 35.638 -15.573 0.32
H -24.286 34.745 -15.834 0.16
H -21.716 34.983 -13.393 -0.39
H -20.943 33.617 -14.237 0.49
H -22.051 33.435 -12.797 0.39
O -28.419 39.290 -14.183 -0.78
C -29.252 38.736 -13.469 0.63
N -29.749 37.500 -13.712 -0.27
C -29.763 39.485 -12.272 -0.85
H -30.678 37.394 -13.331 0.22
H -29.312 36.945 -14.435 0.26
H -29.617 38.853 -11.396 0.20
H -30.803 39.719 -12.501 0.54
H -29.210 40.420 -12.183 -0.08
C -21.240 41.043 -16.061 -0.42
C -20.422 41.647 -16.976 -0.85
C -19.746 40.767 -17.814 -0.85
C -19.854 39.348 -17.722 0.49
C -20.671 38.785 -16.671 0.40
C -21.319 39.715 -15.893 0.01
C -20.922 37.326 -16.582 0.25
O -21.611 36.832 -15.674 -0.62
C -20.341 36.455 -17.730 0.54
C -20.522 35.088 -17.638 -0.47
C -19.899 34.217 -18.492 -0.66
C -19.017 34.675 -19.539 -0.62
C -18.850 36.079 -19.647 -0.73
C -19.511 36.937 -18.711 0.62
C -19.164 38.462 -18.736 0.21
O -18.129 38.813 -19.315 -0.61
H -21.789 41.698 -15.401 0.28
H -20.095 42.661 -16.801 0.40
H -19.266 41.192 -18.683 0.46
H -21.724 39.247 -15.007 0.43
H -21.063 34.710 -16.783 0.13
H -20.048 33.148 -18.447 0.43
H -18.587 33.870 -20.116 0.40
H -18.203 36.498 -20.403 0.48
C -21.938 34.902 -7.808 -1.03
C -21.867 36.236 -7.374 -0.56
C -21.247 37.239 -8.114 -0.81
C -20.645 36.946 -9.307 1.48
C -20.556 35.588 -9.726 0.41
C -21.297 34.617 -8.987 -0.80
C -19.658 35.043 -10.840 0.48
O -19.411 33.822 -10.884 -0.65
C -19.153 36.037 -11.799 0.38
C -18.560 35.595 -13.032 -0.75
C -17.956 36.511 -13.872 -0.86
C -18.252 37.961 -13.794 -0.69
C -18.879 38.392 -12.596 -0.78
C -19.253 37.442 -11.550 0.85
C -19.828 37.872 -10.144 -0.03
O -19.875 39.094 -9.992 -0.60
H -22.476 34.194 -7.196 0.52
H -22.325 36.399 -6.409 0.45
H -21.198 38.281 -7.834 0.59
H -21.400 33.628 -9.408 0.50
H -18.587 34.556 -13.324 0.52
H -17.339 36.173 -14.691 0.46
H -17.779 38.589 -14.534 0.57
H -19.204 39.419 -12.520 0.50
C -22.897 41.000 -8.366 -0.83
C -24.002 41.173 -7.666 -0.87
C -25.197 41.444 -8.419 -0.39
C -25.175 41.478 -9.840 0.76
C -23.982 41.393 -10.511 0.78
C -22.863 41.095 -9.808 -0.71
C -23.862 41.709 -12.008 0.63
O -22.749 41.505 -12.625 -0.77
C -25.152 42.229 -12.687 0.04
C -25.110 42.531 -14.115 -0.73
C -26.209 43.159 -14.780 -0.75
C -27.406 43.362 -14.023 -0.74
C -27.473 42.907 -12.742 -0.44
C -26.374 42.355 -12.048 0.60
C -26.457 41.731 -10.658 0.29
O -27.542 41.526 -10.122 -0.75
H -22.044 40.890 -7.713 0.51
H -24.135 41.116 -6.596 0.52
H -26.155 41.621 -7.953 0.55
H -21.857 40.928 -10.165 0.50
H -24.234 42.354 -14.721 0.45
H -26.252 43.234 -15.857 0.45
H -28.209 43.835 -14.570 0.38
H -28.458 42.991 -12.308 0.50
```

The gap between HOMO and LUMO comes out at 6.95 eV. As for the largest force on an atom: 0.1044 hartree/bohr. The net charge is +1. The highest occupied orbital energy is -10.20 eV. For the total energy, the calculation gives -110490.303 eV.

Record 4
The following is a quantum chemistry calculation of a molecular structure, C31H45N3O6PSiV, from the Open Molecules 2025 dataset.

XYZ file:
```
88
Properties=species:S:1:pos:R:3:mulliken_charge:R:1
V 0.526 -1.974 -0.118 1.49
N 1.972 -1.090 -1.250 -0.09
N 2.267 -2.075 -2.220 -0.12
C 2.109 -3.402 -1.824 0.51
O 2.499 -4.348 -2.406 -0.46
O 1.389 -3.426 -0.644 -0.72
H 1.488 -0.274 -1.694 -0.07
H 2.794 -0.789 -0.723 0.38
H 2.969 -1.862 -2.915 0.24
N 0.897 -1.387 1.359 -0.62
P 1.388 -0.605 2.758 2.30
C 0.059 0.373 3.409 0.58
C -1.174 -0.243 3.638 -0.26
C -2.209 0.491 4.187 -0.85
C -2.011 1.829 4.517 -0.53
C -0.784 2.437 4.296 -0.84
C 0.259 1.713 3.738 -0.43
C 2.731 0.412 2.179 -0.24
C 2.490 1.332 1.149 -0.34
C 3.528 2.127 0.696 -0.83
C 4.796 2.007 1.263 -0.79
C 5.030 1.095 2.280 -0.74
C 3.998 0.290 2.744 -0.68
C 1.902 -1.844 3.912 0.22
C 2.600 -2.970 3.465 -0.28
C 3.054 -3.895 4.386 -0.83
C 2.818 -3.695 5.743 -0.53
C 2.127 -2.576 6.186 -0.76
C 1.662 -1.644 5.273 -0.50
H -1.322 -1.290 3.398 0.49
H -3.166 0.021 4.371 0.50
H -2.820 2.397 4.957 0.44
H -0.635 3.475 4.564 0.46
H 1.218 2.186 3.572 0.47
H 1.495 1.444 0.726 0.82
H 3.351 2.855 -0.084 0.57
H 5.601 2.638 0.911 0.43
H 6.015 1.009 2.718 0.45
H 4.177 -0.420 3.541 0.46
H 2.779 -3.126 2.408 0.33
H 3.588 -4.774 4.052 0.45
H 3.174 -4.424 6.460 0.42
H 1.946 -2.431 7.242 0.44
H 1.115 -0.774 5.615 0.46
C 1.548 2.634 -2.585 -1.55
C 0.506 1.744 -3.237 1.16
C -0.734 2.537 -3.614 -1.40
C 1.076 0.999 -4.432 -1.49
O 0.159 0.738 -2.210 1.55
Si -1.272 -0.058 -2.085 -1.40
O -0.754 -1.208 -0.907 0.02
O -1.584 -0.815 -3.450 -0.22
C -2.795 -1.469 -3.967 1.51
C -2.317 -2.339 -5.113 -1.70
C -3.411 -2.304 -2.856 -1.37
C -3.740 -0.382 -4.446 -1.45
O -2.510 0.750 -1.491 0.75
C -2.837 1.373 -0.219 1.56
C -3.547 0.327 0.626 -1.64
C -1.563 1.856 0.459 -1.02
C -3.756 2.534 -0.548 -1.83
H 1.878 3.402 -3.283 0.53
H 2.425 2.050 -2.293 0.29
H 1.134 3.125 -1.702 0.32
H -0.470 3.298 -4.348 0.60
H -1.161 3.036 -2.743 0.27
H -1.495 1.895 -4.064 0.18
H 1.357 1.705 -5.214 0.51
H 0.345 0.301 -4.837 0.13
H 1.975 0.445 -4.150 0.29
H -1.608 -3.089 -4.759 0.37
H -1.833 -1.731 -5.877 0.33
H -3.163 -2.854 -5.569 0.45
H -2.702 -3.056 -2.502 0.27
H -4.292 -2.826 -3.229 0.56
H -3.725 -1.675 -2.020 0.13
H -3.265 0.220 -5.221 0.31
H -4.038 0.267 -3.622 0.12
H -4.638 -0.832 -4.871 0.53
H -2.886 -0.516 0.836 0.17
H -4.431 -0.042 0.107 0.40
H -3.863 0.762 1.575 0.46
H -0.896 1.015 0.671 -0.15
H -1.805 2.335 1.409 0.74
H -1.038 2.580 -0.168 0.17
H -4.642 2.178 -1.073 0.40
H -3.247 3.262 -1.180 0.37
H -4.075 3.034 0.367 0.39
```

The gap between HOMO and LUMO comes out at 7.23 eV. As for the largest force on an atom: 0.0022 hartree/bohr. The net charge is +2. The highest occupied orbital energy is -15.02 eV. For the total energy, the calculation gives -92480.207 eV.

Record 5
The following is a quantum chemistry calculation of a molecular structure, C25H42N3O3RuSb, from the Open Molecules 2025 dataset.

XYZ file:
```
75
Properties=species:S:1:pos:R:3:lowdin_spin:R:1
Ru 0.350 0.519 -0.665 3.57
C -2.163 0.907 -3.045 0.01
O -1.650 0.103 -1.970 0.10
C -2.619 -0.805 -1.432 0.01
C -1.915 -1.603 -0.350 0.01
O -1.187 -0.707 0.517 0.08
C -2.018 -0.038 1.486 0.01
C -1.209 1.132 2.000 0.00
O -0.722 1.921 0.904 0.05
C -1.695 2.846 0.374 0.00
H -2.495 0.266 -3.863 0.00
H -1.349 1.544 -3.386 0.00
H -2.998 1.521 -2.701 0.00
H -2.975 -1.480 -2.215 0.00
H -3.480 -0.244 -1.056 0.00
H -1.164 -2.261 -0.787 0.00
H -2.609 -2.205 0.237 0.00
H -2.263 -0.734 2.290 0.00
H -2.945 0.296 1.015 0.00
H -0.324 0.767 2.525 0.00
H -1.794 1.754 2.680 0.00
H -2.110 3.445 1.185 0.00
H -2.497 2.320 -0.146 0.00
H -1.164 3.495 -0.320 0.00
C 2.730 -2.157 -5.317 0.02
C 2.889 -0.966 -4.386 0.10
C 2.783 0.365 -5.110 0.01
Sb 1.459 -1.109 -2.742 0.70
C 4.261 1.111 -0.881 0.02
C 5.622 1.501 -1.441 0.00
C 2.855 3.082 -1.743 0.01
C 2.255 -2.714 -1.509 0.06
C 1.613 -4.064 -1.808 0.02
C 2.137 -2.335 -0.036 0.03
H 3.524 -2.134 -6.066 0.00
H 1.778 -2.121 -5.847 0.00
H 2.806 -3.110 -4.794 0.00
H 3.842 -1.041 -3.851 0.01
H 1.828 0.458 -5.630 0.00
H 3.566 0.431 -5.867 0.00
H 2.901 1.219 -4.439 0.00
H 4.386 0.491 0.010 0.00
H 5.553 2.218 -2.258 0.00
H 6.118 0.614 -1.832 0.00
H 6.276 1.911 -0.672 0.00
H 3.692 3.341 -2.388 0.00
H 2.330 3.996 -1.468 0.00
H 2.176 2.436 -2.306 0.01
H 3.316 -2.754 -1.779 0.01
H 0.550 -4.067 -1.557 0.00
H 2.091 -4.844 -1.214 0.00
H 1.708 -4.343 -2.857 0.00
H 1.100 -2.152 0.264 0.00
H 2.740 -1.454 0.214 0.01
H 2.490 -3.151 0.598 0.00
N 4.759 6.717 7.188 0.00
C 4.522 6.125 6.234 0.00
C 4.226 5.389 5.046 0.00
C 3.589 4.151 5.142 0.00
C 3.294 3.437 3.995 0.00
C 3.646 3.978 2.764 0.00
C 4.279 5.211 2.649 0.00
C 4.571 5.917 3.801 0.00
N 3.365 3.230 1.578 0.00
C 4.027 3.210 0.459 0.00
C 3.351 2.311 -0.510 0.01
N 2.188 1.841 0.265 0.07
C 2.239 2.373 1.415 0.01
H 3.338 3.749 6.114 0.00
H 2.841 2.459 4.087 0.00
H 4.515 5.646 1.687 0.00
H 5.054 6.882 3.741 0.00
H 4.941 3.766 0.306 0.00
H 3.697 0.522 -1.611 0.02
H 1.525 2.272 2.217 0.00
```

The gap between HOMO and LUMO (spin up / spin down) comes out at 6.16 / 6.41 eV. As for the largest force on an atom: 0.0140 hartree/bohr. The expectation value of S² is 8.7586. The net charge is +3. As for the spin multiplicity: 6. The highest occupied orbital energy (spin up / spin down) is -16.22 / -17.04 eV. For the total energy, the calculation gives -46307.932 eV.

Record 6
The following is a quantum chemistry calculation of 2 unconnected molecules or ions with the total composition C4H2N2 in a non-equilibrium geometry, from the Open Molecules 2025 dataset.

XYZ file:
```
8
Properties=species:S:1:pos:R:3:nbo_charge:R:1
C 2.856 0.536 -0.903 -0.21
C -2.854 -1.201 0.671 0.09
C 1.732 0.567 -0.422 0.15
C -0.451 0.984 0.599 0.39
N -1.775 -1.158 0.332 -0.32
N 0.637 0.822 0.145 -0.58
H 3.720 0.732 -1.465 0.24
H -3.865 -1.283 1.045 0.23
```

The gap between HOMO and LUMO comes out at 10.85 eV. As for the largest force on an atom: 0.1145 hartree/bohr. The highest occupied orbital energy is -10.06 eV. For the total energy, the calculation gives -7155.576 eV.